No. 1
Computed, not measured: one molecule with the formula C3H5NOS, with ωB97M-V with the def2-TZVPD basis set.

E_LUMO: 0.339 eV
charge: 0
structure (SMILES): C=NOC(C)=S
frontier orbital gap: 0.323 hartree
relative energy (zero: lowest compared OMol25 entry of this formula, charge and spin): 2.922 eV

```
11
C3H5NOS | the Open Molecules 2025 dataset | ωB97M-V with the def2-TZVPD basis set
C 1.873 -1.674 -0.207
N 1.647 -0.420 -0.153
O 0.228 -0.303 -0.174
C -0.265 0.933 0.144
C -1.741 0.922 0.122
S 0.705 2.239 0.475
H 1.051 -2.389 -0.172
H 2.887 -1.967 -0.263
H -1.981 0.496 -0.876
H -2.160 0.230 0.878
H -2.244 1.934 0.227
```

In elementary charge units, the Mulliken charges are: -0.288, -0.375, -0.083, 0.442, -0.904, -0.257, 0.283, 0.329, 0.281, 0.271, 0.300

=====

No. 2
Computed, not measured: one molecule with the formula C4H5NO2, with ωB97M-V with the def2-TZVPD basis set.

E_LUMO: -0.364 eV
charge: 0
frontier orbital gap: 0.318 hartree
relative energy (zero: lowest compared OMol25 entry of this formula, charge and spin): 4.852 eV

```
12
C4H5NO2 | the Open Molecules 2025 dataset | ωB97M-V with the def2-TZVPD basis set
O -2.097 0.359 0.885
C -1.663 -0.438 0.076
C -0.738 -0.193 -1.049
C 0.636 1.170 0.321
N 1.447 0.030 0.550
C 1.245 -1.007 -0.132
O 0.316 -1.026 -1.154
H -2.108 -1.455 -0.030
H -0.077 1.065 -0.626
H 1.253 2.043 0.086
H -0.049 1.366 1.147
H 1.836 -1.914 -0.074
```

In elementary charge units, the Mulliken charges are: -0.511, 0.165, -0.453, -0.543, -0.400, 0.123, -0.178, 0.344, 0.365, 0.339, 0.341, 0.408

=====

No. 3
Computed, not measured: C19H21N3O3S2 as an isolated structure, with ωB97M-V with the def2-TZVPD basis set.

E_LUMO: -0.242 eV
charge: 0
frontier orbital gap: 0.298 hartree
relative energy (zero: lowest compared OMol25 entry of this formula, charge and spin): 21.372 eV

```
48
C19H21N3O3S2 | the Open Molecules 2025 dataset | ωB97M-V with the def2-TZVPD basis set
C 5.663 1.105 -0.885
C 4.941 0.059 -0.066
O 5.551 -0.595 0.820
C 3.596 -0.280 -0.309
C 3.103 -1.268 0.262
C 1.855 -1.633 0.350
C 1.123 -0.886 -0.501
C 1.502 -0.083 -1.417
C 2.857 0.294 -1.239
H 3.190 1.237 -1.787
H 0.885 0.338 -1.920
H 0.016 -1.521 -0.782
N 1.277 -2.660 0.934
C -0.102 -3.089 1.397
N -0.873 -2.076 1.588
C -2.209 -2.084 1.806
H -2.566 -2.920 1.201
C -2.831 -0.887 0.999
N -2.593 0.181 1.581
S -3.234 1.658 1.217
O -2.725 2.677 1.796
O -4.554 1.308 1.312
C -2.759 1.782 -0.504
C -3.371 1.232 -1.438
C -3.063 1.026 -3.040
C -1.909 1.991 -3.193
C -1.093 2.790 -2.278
C -1.674 2.427 -0.825
H -0.985 3.126 0.008
H -0.246 3.272 -2.367
H -1.508 1.931 -4.201
H -3.506 0.742 -3.832
H -4.390 0.670 -1.322
C -0.970 0.500 1.558
H -0.766 1.366 2.179
C -0.501 -0.942 2.476
H 0.617 -0.823 2.186
H -0.723 -0.709 3.623
H -0.577 0.478 0.672
H -3.890 -1.066 1.148
H -2.605 -0.840 0.003
H -2.520 -2.133 2.987
S -0.494 -4.572 1.141
H 1.957 -3.460 1.149
H 3.823 -1.990 1.141
H 6.623 1.233 -0.775
H 5.527 0.905 -2.019
H 5.135 2.191 -0.832
```

In elementary charge units, the Mulliken charges are: -1.393, 0.675, -0.612, -0.355, 0.504, -0.195, 0.577, -1.732, -0.216, 0.151, 1.364, 0.048, -0.154, 0.148, 0.432, -1.089, 0.511, -0.665, -0.042, 1.226, -0.566, -0.730, 0.155, 0.124, -1.159, -0.296, -0.811, -0.025, 0.082, 0.631, 0.310, 0.660, 0.240, -0.837, 0.523, -0.895, 0.345, 0.343, 0.416, 0.404, 0.575, 0.234, -0.394, 0.339, 0.074, 0.487, 0.299, 0.287

=====

No. 4
Computed, not measured: one molecule with the formula C4H2F2O, with ωB97M-V with the def2-TZVPD basis set.

E_LUMO: -0.669 eV
charge: 0
frontier orbital gap: 0.369 hartree
relative energy (zero: lowest compared OMol25 entry of this formula, charge and spin): 4.738 eV

```
9
C4H2F2O | the Open Molecules 2025 dataset | ωB97M-V with the def2-TZVPD basis set
C -0.302 2.257 0.093
C -0.127 1.073 -0.363
C 0.107 -0.174 -1.094
C -0.079 -0.230 0.413
O 0.875 -0.676 1.249
F -0.859 -0.607 -1.943
F -1.320 -0.534 0.919
H 1.089 -0.480 -1.568
H 0.617 -0.629 2.293
```

In elementary charge units, the Mulliken charges are: -0.369, 0.099, -0.112, 0.706, -0.535, -0.234, -0.243, 0.293, 0.394

=====

No. 5
Computed, not measured: a 3-piece molecular cluster, C18H36N3O5 overall, with ωB97M-V with the def2-TZVPD basis set.

E_LUMO: -5.089 eV
charge: +1
frontier orbital gap: 0.216 hartree
relative energy (zero: lowest compared OMol25 entry of this formula, charge and spin): 0.000 eV

```
62
C18H36N3O5 | the Open Molecules 2025 dataset | ωB97M-V with the def2-TZVPD basis set
O -5.337 1.643 4.896
C -4.300 1.121 5.186
O -3.939 1.151 6.525
C -3.429 0.412 4.118
C -2.106 -0.146 4.471
C -1.325 -0.833 3.428
N -1.743 -0.969 2.139
C -0.985 -1.614 1.030
C 0.304 -2.396 1.463
C 0.080 -3.909 1.910
C -1.411 -4.368 2.039
O -2.109 -3.810 3.170
C -2.986 -0.442 1.798
C -3.846 0.256 2.718
H -2.967 1.119 6.606
H -1.689 -0.050 5.497
H -0.348 -1.249 3.751
H -0.636 -0.772 0.360
H -1.713 -2.201 0.420
H 0.965 -2.431 0.549
H 0.919 -1.866 2.242
H 0.664 -4.101 2.854
H 0.542 -4.570 1.120
H -1.390 -5.490 2.191
H -2.013 -4.224 1.093
H -2.981 -3.518 2.858
H -3.345 -0.544 0.741
H -4.838 0.669 2.401
C -1.585 1.928 -4.597
C -0.856 0.710 -4.035
C -1.764 -0.242 -3.235
O -2.111 0.222 -1.933
C -3.153 1.186 -1.910
N 0.285 1.166 -3.233
H -1.768 2.694 -3.843
H -0.985 2.394 -5.380
H -2.544 1.645 -5.039
H -0.468 0.145 -4.888
H -1.213 -1.174 -3.076
H -2.665 -0.509 -3.801
H -3.904 0.997 -2.681
H -2.742 2.190 -2.015
H -3.640 1.134 -0.932
H 0.833 0.355 -2.951
H -0.085 1.524 -2.354
C 5.921 2.663 -1.086
C 5.544 1.545 -2.054
C 4.025 1.371 -2.240
O 3.363 0.730 -1.152
C 3.100 1.573 -0.045
N 6.182 0.298 -1.613
H 5.801 2.373 -0.042
H 6.970 2.935 -1.218
H 5.321 3.558 -1.265
H 5.960 1.811 -3.031
H 3.865 0.719 -3.104
H 3.538 2.324 -2.478
H 2.861 2.594 -0.354
H 3.949 1.571 0.642
H 2.242 1.163 0.494
H 6.022 -0.418 -2.317
H 5.663 -0.039 -0.804
```

In elementary charge units, the Mulliken charges are: -0.439, 0.385, -0.451, 0.964, -0.973, 0.103, 0.363, -0.549, -0.767, -0.605, -0.538, -0.496, 0.147, -0.908, 0.318, 0.165, 0.328, 0.361, 0.431, 0.360, 0.361, 0.280, 0.330, 0.364, 0.278, 0.303, 0.392, 0.441, -1.454, 0.293, -0.894, -0.166, -0.619, -0.589, 0.294, 0.367, 0.358, 0.470, 0.360, 0.429, 0.349, 0.240, 0.115, 0.205, 0.289, -1.392, 0.272, -0.673, -0.320, -0.597, -0.725, 0.288, 0.351, 0.340, 0.428, 0.331, 0.426, 0.321, 0.271, 0.096, 0.276, 0.307

=====

Question: The highest charge belongs to which entry?
Answer: C18H36N3O5

=====

Question: Among the records above, which one has the lowest relative energy (zero: lowest compared OMol25 entry of this formula, charge and spin)?
Answer: C18H36N3O5

=====

Copy entry 2 word for word.
Computed, not measured: one molecule with the formula C4H5NO2, with ωB97M-V with the def2-TZVPD basis set.

E_LUMO: -0.364 eV
charge: 0
frontier orbital gap: 0.318 hartree
relative energy (zero: lowest compared OMol25 entry of this formula, charge and spin): 4.852 eV

```
12
C4H5NO2 | the Open Molecules 2025 dataset | ωB97M-V with the def2-TZVPD basis set
O -2.097 0.359 0.885
C -1.663 -0.438 0.076
C -0.738 -0.193 -1.049
C 0.636 1.170 0.321
N 1.447 0.030 0.550
C 1.245 -1.007 -0.132
O 0.316 -1.026 -1.154
H -2.108 -1.455 -0.030
H -0.077 1.065 -0.626
H 1.253 2.043 0.086
H -0.049 1.366 1.147
H 1.836 -1.914 -0.074
```

In elementary charge units, the Mulliken charges are: -0.511, 0.165, -0.453, -0.543, -0.400, 0.123, -0.178, 0.344, 0.365, 0.339, 0.341, 0.408

=====

Question: What is the E_LUMO in the second record?
Answer: -0.364 eV